Below is a structure of composition C41H41N6O8PS2Sc, with properties calculated with ωB97M-V/def2-TZVPD.

Calculated values
E = -120163.2224 eV
Energy above the lowest of the compared OMol25 structures with the same formula, charge and spin = 0.00 kcal/mol
Charge = +1
Maximum force = 0.95 eV/Å
Orbital gap = 7.7309 eV

Last column: Löwdin charge in e.
Cartesian coordinates (Å):
1 Sc -0.51 0.20 0.76  1.0068
2 N 1.58 8.15 3.22  0.1193
3 C 1.07 7.02 2.66  -0.3111
4 C 1.88 6.17 1.89  -0.0204
5 C 1.35 5.02 1.34  -0.0504
6 C 0.02 4.69 1.55  -0.2985
7 C -0.80 5.53 2.30  -0.0568
8 C -0.28 6.68 2.85  -0.0188
9 S -0.62 3.23 0.86  0.6233
10 O 0.24 2.82 -0.24  -0.3302
11 O -2.03 3.40 0.61  -0.2769
12 N -0.37 1.99 1.89  -0.1687
13 C -1.16 1.71 2.97  -0.4614
14 N -1.20 0.38 3.18  0.0810
15 C -1.96 -0.06 4.17  -0.0851
16 C -2.66 0.82 4.98  -0.0363
17 C -2.55 2.17 4.68  -0.0995
18 N -1.82 2.63 3.67  0.1651
19 H 2.50 8.46 2.96  0.0988
20 H 0.97 8.83 3.64  0.0993
21 H 2.91 6.43 1.72  0.1122
22 H 1.97 4.37 0.73  0.1017
23 H -1.84 5.26 2.45  0.1094
24 H -0.91 7.33 3.44  0.1138
25 H -2.01 -1.13 4.30  0.1227
26 H -3.27 0.47 5.80  0.1033
27 H -3.07 2.91 5.26  0.1152
28 O 1.89 -0.06 2.79  -0.0279
29 N 2.01 0.24 1.44  -0.0568
30 C 2.83 1.19 1.24  -0.0773
31 C 3.21 1.66 -0.09  -0.2198
32 C 4.23 2.60 -0.11  -0.0377
33 C 4.74 3.09 -1.31  -0.0579
34 C 4.23 2.62 -2.50  -0.0495
35 C 3.20 1.68 -2.49  -0.0523
36 C 2.67 1.19 -1.30  -0.2840
37 P 1.27 0.00 -1.38  1.1253
38 C 0.62 0.31 -3.06  -0.3556
39 C -0.12 1.49 -3.24  -0.1006
40 C -0.61 1.82 -4.49  -0.0663
41 C -0.38 0.99 -5.58  -0.0798
42 C 0.35 -0.17 -5.41  -0.0746
43 C 0.86 -0.51 -4.16  -0.0811
44 C 2.10 -1.62 -1.51  -0.3423
45 C 3.44 -1.78 -1.20  -0.0692
46 C 4.05 -3.03 -1.32  -0.0676
47 C 3.32 -4.12 -1.77  -0.0831
48 C 1.97 -3.96 -2.07  -0.0801
49 C 1.36 -2.73 -1.92  -0.1219
50 H 1.30 -0.84 2.81  0.0653
51 H 3.32 1.64 2.10  0.1465
52 H 4.64 2.95 0.83  0.1170
53 H 5.54 3.82 -1.30  0.1105
54 H 4.62 2.97 -3.44  0.1119
55 H 2.81 1.33 -3.44  0.1079
56 H -0.30 2.14 -2.39  0.0843
57 H -1.17 2.74 -4.61  0.1074
58 H -0.76 1.26 -6.55  0.1047
59 H 0.55 -0.82 -6.26  0.1059
60 H 1.45 -1.41 -4.06  0.1002
61 H 4.04 -0.94 -0.87  0.1039
62 H 5.10 -3.14 -1.07  0.1075
63 H 3.79 -5.08 -1.88  0.1080
64 H 1.39 -4.81 -2.40  0.1137
65 H 0.30 -2.63 -2.13  0.1052
66 O -2.74 0.28 0.88  -0.0492
67 C -2.78 0.49 -0.37  -0.5870
68 O -1.75 0.68 -1.03  -0.0370
69 C -4.15 0.48 -1.05  -0.1178
70 N -5.14 -0.06 -0.04  0.1116
71 C -5.60 -1.42 -0.51  -0.0808
72 C -4.54 -1.83 -1.52  -0.1292
73 C -4.19 -0.51 -2.21  -0.0934
74 H -4.41 1.50 -1.32  0.1763
75 H -5.91 0.57 0.13  0.1841
76 H -4.57 -0.13 0.84  0.1681
77 H -6.57 -1.29 -0.97  0.1335
78 H -5.69 -2.08 0.35  0.1358
79 H -4.92 -2.58 -2.21  0.1287
80 H -3.66 -2.23 -1.02  0.1048
81 H -4.97 -0.22 -2.93  0.1284
82 H -3.23 -0.53 -2.73  0.1324
83 C 1.36 -8.10 0.78  -0.0403
84 C 0.77 -6.72 0.84  -0.2563
85 C 1.58 -5.60 1.01  -0.0287
86 C 1.05 -4.32 1.04  -0.0496
87 C -0.32 -4.16 0.93  -0.2729
88 C -1.16 -5.26 0.78  -0.0425
89 C -0.61 -6.53 0.73  -0.0253
90 S -1.05 -2.57 1.03  0.5263
91 O -2.21 -2.67 1.88  -0.2772
92 O 0.03 -1.68 1.58  -0.4252
93 O -1.33 -2.00 -0.30  -0.3410
94 H 2.33 -8.14 1.27  0.0803
95 H 1.50 -8.40 -0.26  0.0885
96 H 0.70 -8.83 1.25  0.0825
97 H 2.65 -5.73 1.11  0.1202
98 H 1.69 -3.46 1.16  0.1181
99 H -2.23 -5.12 0.73  0.1170
100 H -1.26 -7.39 0.61  0.1189

=====

Below is a structure of composition Ca9O28P7 at a distorted geometry, with properties calculated with ωB97M-V/def2-TZVPD.

Calculated values
E = -288335.1150 eV
Energy above the lowest of the compared OMol25 structures with the same formula, charge and spin = 116.77 kcal/mol
Charge = -3
Maximum force = 7.02 eV/Å
Orbital gap = 2.3098 eV

Last column: Löwdin charge in e.
Cartesian coordinates (Å):
1 Ca -4.21 0.53 -19.50  1.2996
2 Ca -3.62 3.81 -17.13  1.3878
3 Ca -9.16 3.33 -17.60  1.3725
4 Ca -5.91 2.51 -14.55  1.2672
5 Ca -8.60 -0.36 -14.19  0.7347
6 Ca -7.23 -0.94 -17.45  1.1650
7 Ca -7.16 1.65 -20.47  1.4118
8 Ca -3.31 0.05 -16.48  1.4845
9 Ca -6.22 5.63 -18.32  1.4397
10 P -6.49 1.80 -17.12  -0.0339
11 O -5.57 0.66 -17.59  -0.6099
12 O -7.64 1.78 -18.14  -0.5709
13 O -5.77 3.16 -16.77  -0.5639
14 O -6.89 1.00 -15.85  -0.8294
15 P -2.82 -2.08 -19.41  0.0307
16 O -3.48 -1.43 -20.64  -0.2009
17 O -3.31 -1.08 -18.27  -0.6986
18 O -1.38 -2.18 -19.91  -0.1349
19 O -3.22 -3.54 -19.14  -0.2719
20 P -4.90 4.02 -20.36  0.0199
21 O -6.04 5.04 -20.38  -0.5455
22 O -5.18 2.47 -20.16  -0.6375
23 O -4.46 4.48 -18.93  -0.7009
24 O -4.03 4.28 -21.59  -0.3596
25 P -4.29 5.51 -14.99  -0.2424
26 O -5.30 6.13 -14.02  -0.4470
27 O -2.94 6.03 -14.60  -0.3940
28 O -4.77 5.85 -16.44  -0.5961
29 O -4.15 4.00 -14.93  -0.6620
30 P -1.76 1.84 -19.17  0.0054
31 O -3.07 1.88 -18.16  -0.7946
32 O -0.99 3.16 -19.16  -0.3636
33 O -2.45 1.55 -20.51  -0.3618
34 O -1.04 0.55 -18.67  -0.3783
35 P -6.73 -1.50 -20.03  -0.1019
36 O -7.84 -0.49 -19.56  -0.5785
37 O -7.26 -2.41 -21.12  -0.3744
38 O -6.12 -2.18 -18.83  -0.4918
39 O -5.83 -0.43 -20.74  -0.5239
40 P -9.67 2.69 -20.43  -0.1595
41 O -10.37 3.55 -21.50  -0.4216
42 O -8.37 3.49 -20.02  -0.5975
43 O -9.27 1.32 -21.03  -0.4680
44 O -10.70 2.52 -19.30  -0.5041

=====

Below is a structure of composition C2H7N5 at a distorted geometry, with properties calculated with ωB97M-V/def2-TZVPD.

Calculated values
E = -9628.5816 eV
Energy above the lowest of the compared OMol25 structures with the same formula, charge and spin = 218.08 kcal/mol
Charge = 0
Maximum force = 10.07 eV/Å
Orbital gap = 9.2388 eV

Last column: Löwdin charge in e.
Cartesian coordinates (Å):
1 C 0.16 -0.32 -0.76  -0.4508
2 C 0.44 1.01 -0.10  -0.2089
3 H 2.64 -1.58 0.59  0.0777
4 H 1.47 -0.86 2.10  0.2154
5 H 0.04 -2.44 -0.01  0.1555
6 H -1.41 0.01 -2.39  0.1363
7 H 1.70 1.14 0.13  0.1586
8 H -2.01 0.90 -0.45  0.1587
9 H -2.19 2.25 0.19  0.1289
10 N 1.74 -1.03 0.82  -0.1002
11 N 0.46 -1.45 0.05  -0.0716
12 N -0.85 -0.67 -1.56  0.0044
13 N -0.42 1.69 0.56  -0.1632
14 N -1.77 1.33 0.86  -0.0407

=====

Below is a structure of composition C20H37BrN11O4PPt at a distorted geometry, with properties calculated with ωB97M-V/def2-TZVPD.

Calculated values
E = -128486.9443 eV
Energy above the lowest of the compared OMol25 structures with the same formula, charge and spin = 0.00 kcal/mol
Charge = +2
Maximum force = 2.56 eV/Å
Orbital gap = 7.4887 eV

Last column: Löwdin charge in e.
Cartesian coordinates (Å):
1 Pt 0.17 -0.16 0.16  1.1853
2 N -3.09 -4.27 0.62  0.1552
3 C -1.65 -4.35 0.18  -0.1462
4 P -1.12 -2.66 -0.40  0.4595
5 O -2.32 -1.85 0.04  -0.3593
6 O 0.27 -2.36 0.12  -0.4139
7 C -1.16 -2.62 -2.23  -0.1691
8 N -1.95 -1.44 -2.69  0.1504
9 H -3.73 -4.72 -0.02  0.1708
10 H -3.29 -3.24 0.64  0.1222
11 H -3.24 -4.67 1.55  0.1730
12 H -1.53 -5.14 -0.57  0.1113
13 H -1.04 -4.60 1.04  0.1128
14 H -1.60 -3.54 -2.62  0.1128
15 H -0.14 -2.54 -2.62  0.0872
16 H -2.87 -1.44 -2.24  0.1532
17 H -2.06 -1.43 -3.70  0.1763
18 H -1.50 -0.53 -2.40  0.0860
19 Br -2.76 5.61 -4.57  0.8131
20 C -2.39 4.92 -2.87  -0.6698
21 C -2.67 5.68 -1.74  -0.1430
22 N -2.46 5.23 -0.50  0.0999
23 C -1.95 4.02 -0.35  -0.0683
24 C -1.63 3.20 -1.43  -0.1182
25 C -1.86 3.66 -2.72  -0.0442
26 C -1.04 1.86 -1.23  -0.5260
27 O -1.02 1.02 -2.14  -0.0395
28 O -0.56 1.63 -0.04  -0.1916
29 H -3.07 6.68 -1.83  0.1167
30 H -1.79 3.68 0.66  0.1152
31 H -1.61 3.06 -3.58  0.1178
32 C 0.61 0.82 2.87  -0.1565
33 N -0.35 -0.12 2.17  -0.2146
34 C -0.29 -1.45 2.86  -0.1790
35 N -0.62 -1.33 4.26  -0.0744
36 C 0.34 -0.40 4.89  -0.1350
37 N 0.28 0.93 4.27  -0.0729
38 C -1.09 1.45 4.42  -0.1295
39 N -2.07 0.55 3.78  -0.0766
40 C -1.75 0.44 2.38  -0.1553
41 C -1.97 -0.77 4.41  -0.1470
42 H 0.54 1.79 2.38  0.1297
43 H 1.61 0.41 2.76  0.1272
44 H 0.71 -1.85 2.74  0.1317
45 H -1.00 -2.12 2.37  0.0949
46 H 1.35 -0.80 4.79  0.1356
47 H 0.10 -0.31 5.95  0.1376
48 H -1.15 2.43 3.95  0.1370
49 H -1.32 1.55 5.47  0.1380
50 H -1.79 1.42 1.91  0.1113
51 H -2.45 -0.23 1.88  0.1117
52 H -2.69 -1.44 3.95  0.1278
53 H -2.20 -0.68 5.47  0.1370
54 C 2.02 -1.05 -2.21  -0.1981
55 N 3.25 -1.02 -2.97  -0.0762
56 C 3.39 0.31 -3.59  -0.1408
57 N 3.40 1.37 -2.58  -0.0745
58 C 2.16 1.33 -1.84  -0.1584
59 N 1.98 0.00 -1.15  -0.1870
60 C 3.16 -0.22 -0.25  -0.1705
61 N 4.40 -0.18 -1.00  -0.0744
62 C 4.37 -1.22 -2.04  -0.1385
63 C 4.52 1.13 -1.66  -0.1361
64 H 1.91 -2.02 -1.73  0.1088
65 H 1.18 -0.87 -2.88  0.1139
66 H 2.56 0.47 -4.28  0.1336
67 H 4.32 0.34 -4.15  0.1371
68 H 1.32 1.48 -2.51  0.1165
69 H 2.16 2.11 -1.07  0.1381
70 H 3.05 -1.19 0.23  0.1277
71 H 3.17 0.58 0.49  0.1268
72 H 4.27 -2.20 -1.56  0.1340
73 H 5.30 -1.19 -2.60  0.1370
74 H 5.45 1.16 -2.22  0.1373
75 H 4.53 1.91 -0.90  0.1355

=====

Below is the ion C4H7N2O3S with charge +1 at a distorted geometry, with properties calculated with ωB97M-V/def2-TZVPD.

Calculated values
E = -24210.1252 eV
Energy above the lowest of the compared OMol25 structures with the same formula, charge and spin = 38.37 kcal/mol
Charge = +1
Maximum force = 4.23 eV/Å
Orbital gap = 10.2571 eV

Last column: Löwdin charge in e.
Cartesian coordinates (Å):
1 C -0.30 0.47 0.91  -0.3339
2 C 0.64 -2.02 -0.65  -0.1666
3 C -1.35 0.25 -0.09  -0.0650
4 C 1.08 -0.54 -0.71  -0.2367
5 N 0.89 0.14 0.48  0.0446
6 N -0.45 1.20 2.05  0.2071
7 O -0.34 -2.32 -0.03  0.0940
8 O 0.15 1.74 -1.39  -0.2331
9 O -0.54 -0.06 -2.85  -0.1938
10 S -0.28 0.44 -1.58  0.7135
11 H 1.32 -2.73 -1.20  0.1566
12 H -1.57 -0.78 0.09  0.0953
13 H -2.19 0.92 0.04  0.1394
14 H 2.16 -0.24 -1.12  0.2176
15 H 1.69 0.37 1.06  0.1949
16 H -1.36 1.60 2.40  0.1643
17 H 0.46 1.55 2.59  0.2018

=====

Below is a structure of composition C20H29ClIN3OPtSi2 at a distorted geometry, with properties calculated with ωB97M-V/def2-TZVPD.

Calculated values
E = -67355.7134 eV
Energy above the lowest of the compared OMol25 structures with the same formula, charge and spin = 2.56 kcal/mol
Charge = 0
Maximum force = 1.62 eV/Å
Orbital gap = 7.0731 eV

Last column: Löwdin charge in e.
Cartesian coordinates (Å):
1 Pt 0.18 -0.39 0.12  1.0636
2 Cl 4.07 -5.47 -2.67  0.6798
3 C 2.76 -4.44 -2.19  -0.6161
4 C 1.50 -4.66 -2.68  -0.1704
5 C 0.42 -3.83 -2.34  -0.6528
6 I -1.44 -4.17 -3.17  0.9338
7 C 0.58 -2.76 -1.47  -0.4438
8 O -0.37 -1.95 -1.13  -0.2901
9 C 1.89 -2.58 -0.92  -0.1423
10 N 2.01 -1.52 -0.07  -0.0274
11 C 3.21 -1.16 0.32  -0.1237
12 C 4.37 -1.87 -0.03  -0.0373
13 C 4.26 -2.98 -0.81  -0.0111
14 C 3.00 -3.36 -1.30  -0.1707
15 H 1.34 -5.48 -3.37  0.0922
16 H 3.28 -0.27 0.93  0.0945
17 H 5.33 -1.52 0.33  0.1077
18 H 5.13 -3.56 -1.09  0.0938
19 C -3.45 -0.79 -0.81  -0.1843
20 Si -2.43 0.68 -1.40  0.3960
21 C -3.57 2.08 -1.93  -0.1902
22 C -1.50 0.25 -2.97  -0.1780
23 C -1.26 1.13 0.01  -0.5249
24 Si -0.19 2.67 -0.18  0.3882
25 C -1.28 4.21 -0.29  -0.1811
26 C 0.95 2.96 1.29  -0.1971
27 C 0.88 2.62 -1.72  -0.1850
28 H -4.16 -1.10 -1.58  0.0293
29 H -4.02 -0.54 0.09  0.0239
30 H -2.79 -1.63 -0.60  0.0073
31 H -4.31 1.72 -2.65  0.0284
32 H -3.01 2.88 -2.41  0.0117
33 H -4.12 2.51 -1.08  0.0294
34 H -2.20 -0.17 -3.70  0.0362
35 H -0.73 -0.51 -2.82  0.0009
36 H -1.03 1.13 -3.41  0.0172
37 H -1.85 1.25 0.92  -0.0113
38 H -1.95 4.29 0.57  0.0319
39 H -1.90 4.21 -1.19  0.0055
40 H -0.66 5.11 -0.31  0.0292
41 H 0.40 3.02 2.23  0.0285
42 H 1.49 3.91 1.15  0.0302
43 H 1.70 2.17 1.39  -0.0025
44 H 0.30 2.79 -2.63  0.0203
45 H 1.39 1.66 -1.83  0.0179
46 H 1.65 3.40 -1.67  0.0294
47 C -1.52 0.02 5.27  0.0009
48 N -0.54 0.03 4.19  -0.1149
49 C 0.82 0.03 4.32  -0.0436
50 C 1.32 0.00 3.05  -0.1187
51 N 0.28 -0.03 2.16  -0.1060
52 C -0.83 -0.01 2.88  -0.1384
53 H -0.99 0.17 6.21  0.0920
54 H -2.04 -0.94 5.31  0.0973
55 H -2.23 0.83 5.14  0.0971
56 H 1.31 0.06 5.28  0.1229
57 H 2.35 -0.02 2.75  0.0905
58 H -1.83 -0.05 2.49  0.1343

=====

Below is the molecule C7H12N2O2S at a distorted geometry, with properties calculated with ωB97M-V/def2-TZVPD.

Calculated values
E = -25360.6269 eV
Energy above the lowest of the compared OMol25 structures with the same formula, charge and spin = 106.08 kcal/mol
Charge = 0
Maximum force = 4.39 eV/Å
Orbital gap = 9.0691 eV

Last column: Löwdin charge in e.
Cartesian coordinates (Å):
1 C -0.28 1.79 -1.42  -0.0695
2 C 0.88 1.65 -0.52  -0.3610
3 C -1.46 -0.01 -0.49  -0.3770
4 C -0.07 -0.38 0.15  -0.5577
5 C 2.97 2.24 0.33  -0.0362
6 C -3.44 -0.74 0.68  -0.1271
7 C 1.36 -2.91 0.34  -0.3864
8 N -1.27 1.08 -1.40  0.1347
9 N 0.82 0.68 0.31  0.0611
10 O 1.84 2.61 -0.53  -0.0864
11 O -2.54 0.26 0.38  -0.1418
12 S 0.78 -1.66 -0.86  0.8409
13 H -0.29 2.53 -2.22  0.1232
14 H -1.77 -0.82 -1.11  0.1134
15 H -0.20 -0.72 1.26  0.1491
16 H 3.65 3.17 0.04  0.1303
17 H 3.26 1.28 -0.14  0.0950
18 H 2.62 2.33 1.37  0.0906
19 H -4.14 -0.50 1.48  0.0819
20 H -2.79 -1.59 1.00  0.0894
21 H -4.12 -1.06 -0.23  0.1244
22 H 1.41 -2.22 1.23  0.0363
23 H 2.28 -3.36 -0.04  0.0301
24 H 0.49 -3.65 0.39  0.0427